Entry from the Open Molecules 2025 dataset: a molecular structure, C4H7CrO2 in a non-equilibrium geometry (wB97M-V/def2-TZVPD).

- Energy above the lowest of the compared OMol25 structures with the same formula, charge and spin: 218.3 kJ/mol
- HOMO level (spin up / spin down): -12.6577 / -12.6650 eV
- Largest force on an atom: 2.1 eV Å⁻¹
- Multiplicity: 5
- LUMO energy (spin up / spin down): -0.2513 / -0.2216 hartree
- Charge: +1

Geometry as XYZ:
```
14
C4H7CrO2, DFT wB97M-V/def2-TZVPD
O -0.1052 -1.9559 0.8724
C -1.1869 -1.4562 1.0744
C -1.5858 -0.0540 0.6841
O -0.5502 0.7386 0.2142
C -0.2127 0.5405 -1.1758
C 1.1022 1.1832 -1.5028
Cr 2.2242 0.0029 -2.7726
H -2.0258 -2.0643 1.4847
H -2.0177 0.4067 1.5900
H -2.4138 -0.1386 -0.0487
H -0.9809 1.0125 -1.8139
H -0.4552 -0.5091 -1.4168
H 0.9260 2.1690 -1.9708
H 1.7089 1.4178 -0.6100
```

Results of the Löwdin charge analysis, in e, for atoms 1 through 5: 0.06 -0.22 -0.20 -0.12 -0.29